(1)
This record from the Open Molecules 2025 dataset describes a cluster of 12 separate species, C48H132N12O12 in total at a distorted geometry. The level of theory is wB97M-V/def2-TZVPD.

Summary:
electronic energy = -3467.6222 Eh
SMILES = COC[C@H](C)N.COC[C@H](C)N.COC[C@H](C)N.COC[C@H](C)N.COC[C@H](C)N.COC[C@H](C)N.COC[C@H](C)N.COC[C@H](C)N.COC[C@H](C)N.COC[C@H](C)N.COC[C@H](C)N.COC[C@H](C)N
gap between HOMO and LUMO = 8.89 eV
relative energy (zero: lowest compared OMol25 entry of this formula, charge and spin) = 431.5 kJ/mol

Positions of all 204 atoms, in Å:
C (9.36078, 12.17528, -11.35107)
O (9.00212, 12.05189, -12.71984)
C (10.09246, 11.54219, -13.49635)
C (9.67784, 11.07833, -14.92466)
C (10.84877, 10.56855, -15.72576)
N (9.17850, 12.24295, -15.69100)
H (9.53514, 11.21332, -10.86906)
H (8.55941, 12.71026, -10.84147)
H (10.24060, 12.81676, -11.30094)
H (10.94857, 12.21670, -13.48220)
H (10.51632, 10.69258, -12.96099)
H (8.87252, 10.36666, -14.74274)
H (11.54130, 11.33077, -16.08287)
H (10.49985, 10.14020, -16.66537)
H (11.44302, 9.88971, -15.11409)
H (8.74903, 12.87963, -15.03503)
H (9.96908, 12.79414, -15.99311)
C (5.26902, 10.82716, -23.85716)
O (4.22587, 10.00789, -24.22757)
C (4.72901, 8.73735, -24.72592)
C (3.52622, 7.93774, -25.37096)
C (4.01401, 6.62822, -26.01641)
N (2.97874, 8.54667, -26.57225)
H (4.94682, 11.57263, -23.13013)
H (5.69471, 11.32271, -24.72970)
H (6.10155, 10.34720, -23.34274)
H (5.47666, 8.83140, -25.51350)
H (5.10247, 8.14539, -23.89033)
H (2.74120, 7.66891, -24.66416)
H (4.44702, 5.91388, -25.31617)
H (4.74705, 6.77790, -26.80909)
H (3.16000, 6.13369, -26.47924)
H (2.62736, 9.46322, -26.33439)
H (3.76559, 8.73187, -27.17778)
C (16.21557, 12.99941, -21.42983)
O (15.51390, 12.15144, -20.57623)
C (14.25112, 12.65801, -20.12759)
C (13.69658, 11.67835, -19.10818)
C (13.73617, 10.15532, -19.61886)
N (12.34414, 12.00799, -18.69541)
H (15.67527, 13.30421, -22.32609)
H (17.09551, 12.45428, -21.77135)
H (16.48715, 13.92094, -20.91494)
H (14.45963, 13.68821, -19.83896)
H (13.52288, 12.65108, -20.93858)
H (14.32080, 11.73038, -18.21614)
H (12.98431, 10.07506, -20.40395)
H (13.40801, 9.42156, -18.88266)
H (14.65556, 9.95155, -20.16777)
H (11.88329, 11.91132, -19.58893)
H (11.96734, 11.22822, -18.17572)
C (12.67778, 6.45026, -23.88114)
O (11.47139, 6.32581, -23.17811)
C (10.97019, 7.63750, -22.81614)
C (9.73882, 7.33792, -21.87038)
C (8.59376, 6.49396, -22.54673)
N (9.18664, 8.57720, -21.43468)
H (12.64197, 7.12446, -24.73687)
H (12.93041, 5.46933, -24.28371)
H (13.45820, 6.74358, -23.17899)
H (11.72759, 8.25289, -22.33062)
H (10.46358, 8.17939, -23.61476)
H (10.12524, 6.74508, -21.04133)
H (7.87894, 6.11396, -21.81685)
H (9.04557, 5.60969, -22.99621)
H (8.01409, 7.12528, -23.22017)
H (8.40157, 8.34635, -20.84267)
H (8.79618, 9.06720, -22.22685)
C (11.51836, 18.43094, -17.07636)
O (12.51873, 17.39934, -17.35242)
C (12.00616, 16.17273, -17.77982)
C (11.22722, 15.37500, -16.65445)
C (12.16459, 15.14039, -15.38295)
N (10.78708, 14.17691, -17.23158)
H (10.86321, 18.50083, -17.94469)
H (11.98446, 19.41468, -17.02060)
H (10.90766, 18.24808, -16.19222)
H (11.48423, 16.32289, -18.72488)
H (12.85148, 15.54406, -18.05965)
H (10.37857, 15.94914, -16.28263)
H (12.52043, 16.02225, -14.85022)
H (13.11429, 14.61951, -15.50485)
H (11.68823, 14.60628, -14.56082)
H (10.00397, 14.31254, -17.85484)
H (11.49706, 13.67620, -17.74668)
C (10.10327, 15.98548, -23.80171)
O (11.31108, 15.52675, -24.34634)
C (11.36517, 14.09787, -24.41059)
C (12.55178, 13.64134, -25.20200)
C (12.40384, 12.27292, -25.85613)
N (13.74903, 13.65201, -24.32527)
H (9.28661, 15.69206, -24.46132)
H (10.15964, 17.06256, -23.64416)
H (9.76807, 15.57902, -22.84749)
H (11.34582, 13.78998, -23.36516)
H (10.46813, 13.69451, -24.88040)
H (12.71339, 14.26969, -26.07787)
H (13.28003, 11.90865, -26.39250)
H (11.54170, 12.30931, -26.52208)
H (12.26770, 11.49695, -25.10284)
H (14.59889, 13.40261, -24.81069)
H (13.93658, 14.57342, -23.95657)
C (6.04713, 14.20074, -19.18047)
O (6.36150, 15.62106, -19.07105)
C (7.06391, 15.85923, -17.87289)
C (7.38111, 17.42049, -17.75905)
C (8.10390, 17.94909, -18.99683)
N (8.14395, 17.69326, -16.56747)
H (6.93211, 13.64055, -19.48231)
H (5.28190, 14.09256, -19.94912)
H (5.59046, 13.70227, -18.32544)
H (6.33232, 15.54453, -17.12868)
H (7.96621, 15.27020, -17.70861)
H (6.40019, 17.89237, -17.70219)
H (7.49741, 17.98130, -19.90194)
H (8.96989, 17.32435, -19.21559)
H (8.55757, 18.92037, -18.79960)
H (7.59513, 17.21036, -15.87054)
H (8.02100, 18.68501, -16.42116)
C (6.50818, 14.43240, -22.48685)
O (6.72934, 15.54432, -23.35768)
C (6.47825, 16.89979, -22.86868)
C (6.31663, 17.94191, -23.91949)
C (7.58814, 18.27665, -24.66841)
N (5.93492, 19.21914, -23.28812)
H (7.19161, 14.52416, -21.64269)
H (6.80921, 13.49904, -22.96259)
H (5.46722, 14.30792, -22.18850)
H (5.56379, 16.78104, -22.28751)
H (7.24411, 17.16877, -22.14121)
H (5.61043, 17.60447, -24.67812)
H (8.40634, 18.65989, -24.05867)
H (7.39591, 19.00721, -25.45417)
H (7.95368, 17.36066, -25.13257)
H (5.26919, 18.97730, -22.56811)
H (6.66679, 19.63059, -22.72672)
C (10.52023, 9.03134, -27.25629)
O (9.13578, 9.02783, -27.50530)
C (8.75374, 9.94530, -28.54080)
C (8.58053, 9.16714, -29.89946)
C (8.18384, 10.13147, -31.07070)
N (7.45750, 8.26311, -29.88080)
H (10.78557, 9.94976, -26.73264)
H (11.07349, 9.13811, -28.18936)
H (10.76253, 8.11107, -26.72480)
H (7.75210, 10.18313, -28.18266)
H (9.36082, 10.85023, -28.51498)
H (9.53303, 8.69585, -30.14180)
H (7.40437, 10.86995, -30.88310)
H (7.98540, 9.59100, -31.99623)
H (9.06291, 10.74679, -31.26228)
H (7.46921, 7.81334, -30.78505)
H (7.69046, 7.52728, -29.22936)
C (5.46294, 7.73314, -21.18658)
O (6.53989, 8.22852, -20.38323)
C (6.22994, 9.29570, -19.48083)
C (7.32620, 9.63542, -18.48234)
C (7.30631, 8.85270, -17.18936)
N (7.39216, 11.04619, -18.05461)
H (4.71374, 7.20704, -20.59496)
H (5.84505, 7.07548, -21.96734)
H (4.93794, 8.57141, -21.64458)
H (5.92461, 10.21855, -19.97403)
H (5.34983, 9.02335, -18.89831)
H (8.23770, 9.44557, -19.04912)
H (6.47151, 9.04699, -16.51597)
H (8.17342, 9.04148, -16.55644)
H (7.28382, 7.77893, -17.37543)
H (8.18415, 11.08376, -17.42895)
H (6.63636, 11.29616, -17.43301)
C (8.60248, 10.78834, -24.41695)
O (8.55490, 10.88955, -22.97737)
C (9.24474, 12.01515, -22.47855)
C (9.04331, 12.05695, -20.94184)
C (9.48620, 13.38591, -20.38741)
N (9.90539, 11.08358, -20.30776)
H (9.61514, 10.74034, -24.81734)
H (8.17686, 11.66220, -24.91023)
H (8.07176, 9.89974, -24.75875)
H (10.29973, 12.06981, -22.74706)
H (8.81851, 12.81944, -23.07817)
H (7.96983, 11.89322, -20.84735)
H (10.48499, 13.65631, -20.73003)
H (9.35519, 13.40194, -19.30543)
H (8.88466, 14.20923, -20.77263)
H (9.61870, 10.87671, -19.36166)
H (9.83270, 10.28054, -20.91598)
C (8.08328, 2.07683, -28.66097)
O (8.68808, 3.32724, -28.24411)
C (7.83458, 4.16679, -27.51217)
C (8.59300, 5.46273, -27.09492)
C (7.70417, 6.39104, -26.21050)
N (8.97466, 6.25665, -28.25355)
H (8.74801, 1.59518, -29.37808)
H (7.15886, 2.18156, -29.22893)
H (7.98369, 1.46888, -27.76176)
H (6.97968, 4.43934, -28.13101)
H (7.46249, 3.65516, -26.62454)
H (9.48240, 5.16362, -26.54030)
H (6.88793, 6.78658, -26.81498)
H (8.26149, 7.29216, -25.95461)
H (7.37734, 5.94561, -25.27088)
H (9.89495, 5.96467, -28.55007)
H (9.19251, 7.21029, -28.00216)



(2)
This record from the Open Molecules 2025 dataset describes a cluster of 18 separate species, C48H142N10O18 in total at a distorted geometry. The level of theory is wB97M-V/def2-TZVPD.

Summary:
electronic energy = -3815.4353 Eh
gap between HOMO and LUMO = 8.88 eV
relative energy (zero: lowest compared OMol25 entry of this formula, charge and spin) = 246.3 kJ/mol

Positions of all 218 atoms, in Å:
C (-0.75303, -11.75124, -7.19392)
O (-1.34438, -12.54387, -6.16957)
H (0.07557, -12.30661, -7.63331)
H (-1.46177, -11.57885, -8.00390)
H (-0.46277, -10.74510, -6.89136)
H (-2.19467, -12.20314, -5.88234)
C (-1.79842, -20.34725, -11.41701)
O (-2.87650, -20.23691, -12.34861)
H (-1.96312, -21.05137, -10.60143)
H (-0.86994, -20.68326, -11.87868)
H (-1.71709, -19.35978, -10.96271)
H (-2.54265, -19.97309, -13.20916)
C (-3.94477, -16.08460, -9.89849)
O (-3.75870, -16.30776, -8.43441)
H (-3.53502, -15.11963, -10.19686)
H (-3.56598, -16.89343, -10.52333)
H (-5.01287, -16.04205, -10.11167)
H (-4.24913, -17.10136, -8.20795)
C (2.31148, -15.47132, -12.15987)
O (2.77766, -14.34530, -11.38066)
H (1.57828, -15.97738, -11.53183)
H (1.78465, -15.15256, -13.05929)
H (3.18651, -16.06338, -12.42797)
H (3.43574, -13.87931, -11.90160)
C (2.80190, -19.03668, -5.64041)
O (2.52881, -18.05267, -4.64339)
H (3.32285, -19.83784, -5.11616)
H (1.90051, -19.41148, -6.12533)
H (3.55656, -18.67067, -6.33656)
H (1.85091, -18.47171, -4.10818)
C (0.95291, -16.03507, -2.75033)
O (0.73442, -14.76378, -2.22524)
H (1.64180, -15.89446, -3.58324)
H (1.37999, -16.75711, -2.05437)
H (0.05180, -16.45851, -3.19395)
H (0.70378, -14.11607, -2.93315)
C (-2.42270, -14.13444, -2.95138)
O (-1.86796, -13.93436, -1.66074)
H (-3.46931, -14.43348, -2.89396)
H (-2.29373, -13.32755, -3.67276)
H (-1.85404, -14.94011, -3.41573)
H (-0.92646, -14.05716, -1.80249)
C (-0.50974, -19.47294, -4.22111)
O (0.50868, -19.20493, -3.38024)
H (-1.15803, -18.59938, -4.15252)
H (-0.14189, -19.54368, -5.24472)
H (-1.08262, -20.37264, -3.99648)
H (0.23738, -19.50403, -2.50930)
C (-0.02156, -23.12481, -7.91736)
C (0.41505, -24.58279, -8.14644)
C (1.92639, -24.66515, -8.13277)
O (2.56978, -24.22589, -6.92607)
C (3.98567, -24.07028, -6.98846)
N (-0.24593, -25.35098, -7.08748)
H (-1.10130, -22.99712, -7.84003)
H (0.29059, -22.51909, -8.76809)
H (0.47548, -22.69734, -7.04654)
H (0.10421, -24.97855, -9.11331)
H (2.32218, -24.10694, -8.98121)
H (2.31386, -25.67401, -8.27485)
H (4.24307, -23.10386, -7.42192)
H (4.60556, -24.81059, -7.49422)
H (4.34820, -24.15376, -5.96391)
H (-0.31464, -24.82905, -6.22552)
H (0.45243, -26.02908, -6.81807)
C (1.76513, -22.42311, -11.49794)
C (2.29147, -23.22933, -12.67945)
C (2.80404, -24.62801, -12.24413)
O (4.04508, -24.53914, -11.50155)
C (4.43830, -25.72175, -10.87964)
N (1.19508, -23.21199, -13.71602)
H (1.61320, -21.39135, -11.81491)
H (2.38728, -22.45591, -10.60354)
H (0.76385, -22.78782, -11.26871)
H (3.19266, -22.76576, -13.08077)
H (3.07851, -25.20562, -13.12681)
H (2.02240, -25.26547, -11.83085)
H (3.60117, -26.16064, -10.33678)
H (5.24242, -25.52120, -10.17164)
H (4.81785, -26.37295, -11.66703)
H (0.97239, -22.24311, -13.89429)
H (1.58292, -23.49704, -14.60396)
C (-0.12438, -11.39217, -3.05221)
C (1.09565, -11.71835, -3.93973)
C (2.51695, -11.52142, -3.32199)
O (2.67639, -10.27574, -2.67508)
C (2.95589, -9.17486, -3.58989)
N (0.92993, -13.10183, -4.34112)
H (-1.12109, -11.52483, -3.47303)
H (-0.10166, -10.32766, -2.81894)
H (-0.03982, -11.88318, -2.08275)
H (0.97899, -11.07987, -4.81541)
H (3.30653, -11.57795, -4.07130)
H (2.66189, -12.33818, -2.61489)
H (2.02932, -9.09313, -4.15813)
H (3.77813, -9.46294, -4.24489)
H (3.13359, -8.23443, -3.06824)
H (0.16592, -13.18130, -4.99693)
H (1.73414, -13.27710, -4.92645)
C (8.36115, -17.67183, -6.93517)
C (7.63123, -18.26209, -8.16372)
C (6.43217, -17.46011, -8.74282)
O (5.66768, -18.40368, -9.53541)
C (4.56016, -17.75835, -10.25106)
N (8.59501, -18.50041, -9.18965)
H (8.81101, -16.70582, -7.16443)
H (9.16671, -18.33993, -6.63049)
H (7.67825, -17.48348, -6.10675)
H (7.25033, -19.24499, -7.88637)
H (6.83384, -16.60505, -9.28655)
H (5.75671, -17.20712, -7.92561)
H (3.97833, -17.11278, -9.59319)
H (3.88985, -18.47908, -10.71938)
H (4.97633, -17.15521, -11.05798)
H (9.27935, -19.16383, -8.85551)
H (7.99783, -18.84880, -9.92593)
C (-0.48431, -16.60392, -6.58844)
C (-0.09621, -16.00161, -7.99231)
C (-0.15287, -17.13039, -9.05672)
O (1.22828, -17.67304, -9.18443)
C (1.28966, -19.05683, -9.60180)
N (-1.20009, -15.09318, -8.26722)
H (-0.45500, -15.80147, -5.85133)
H (0.12898, -17.41903, -6.20428)
H (-1.52171, -16.93753, -6.61302)
H (0.89177, -15.56594, -7.84337)
H (-0.35990, -16.80198, -10.07524)
H (-0.89132, -17.89427, -8.81328)
H (0.80783, -19.65024, -8.82476)
H (2.32359, -19.39899, -9.64666)
H (0.80784, -19.26800, -10.55645)
H (-1.36157, -14.41604, -7.53544)
H (-2.09861, -15.55433, -8.27763)
C (0.02871, -12.29620, -12.49602)
C (-0.69532, -12.78157, -11.16077)
C (-2.19070, -12.38893, -11.04512)
O (-2.36042, -11.00942, -10.74252)
C (-3.71051, -10.66111, -10.48771)
N (-0.48673, -14.22506, -11.08034)
H (1.10144, -12.44083, -12.62418)
H (-0.23693, -11.28775, -12.81315)
H (-0.38369, -12.90823, -13.29818)
H (-0.11552, -12.30669, -10.36930)
H (-2.59213, -13.03170, -10.26167)
H (-2.66553, -12.63127, -11.99585)
H (-4.20347, -11.37182, -9.82441)
H (-4.27482, -10.66111, -11.42026)
H (-3.89138, -9.70171, -10.00300)
H (-0.65613, -14.51901, -10.12902)
H (0.49878, -14.44441, -11.10772)
C (-4.66868, -12.38968, -7.44563)
C (-4.97710, -12.59302, -5.94606)
C (-4.96459, -14.12089, -5.62790)
O (-5.75180, -14.32914, -4.45327)
C (-5.94084, -15.68184, -3.91579)
N (-3.96984, -11.83294, -5.22816)
H (-4.70290, -11.31249, -7.60871)
H (-5.43256, -12.86172, -8.06351)
H (-3.73107, -12.86736, -7.72988)
H (-5.93475, -12.11930, -5.73025)
H (-4.00894, -14.49494, -5.26062)
H (-5.33027, -14.88973, -6.30854)
H (-6.35878, -16.30150, -4.70916)
H (-6.69950, -15.75457, -3.13652)
H (-5.02710, -16.15378, -3.55462)
H (-4.24015, -11.81778, -4.25513)
H (-4.11487, -10.86307, -5.46984)
C (3.65076, -15.56354, -6.76082)
C (3.97245, -14.15374, -6.29227)
C (5.50458, -13.83444, -6.44494)
O (6.24146, -14.56346, -5.46695)
C (7.59311, -14.10900, -5.33847)
N (3.06941, -13.31026, -7.00749)
H (3.66016, -15.62734, -7.84891)
H (2.68196, -15.91670, -6.40756)
H (4.36852, -16.26365, -6.33330)
H (3.67811, -14.02020, -5.25130)
H (5.60300, -12.77109, -6.22657)
H (6.03414, -13.99618, -7.38382)
H (7.70715, -13.04277, -5.14294)
H (8.16786, -14.44263, -6.20245)
H (8.17897, -14.54870, -4.53130)
H (3.30236, -12.32820, -6.96996)
H (3.02478, -13.73858, -7.92108)
C (-0.84246, -20.43628, -16.50253)
C (-0.98747, -20.03169, -14.99020)
C (0.22625, -19.24560, -14.28292)
O (1.33883, -20.12402, -13.93235)
C (2.50556, -19.42127, -13.54231)
N (-2.28420, -19.30531, -14.85849)
H (-1.68427, -21.02226, -16.87145)
H (0.12375, -20.91047, -16.67481)
H (-0.72252, -19.48340, -17.01804)
H (-0.99521, -20.94852, -14.40073)
H (-0.24530, -18.78156, -13.41667)
H (0.58029, -18.59273, -15.08076)
H (2.69289, -18.70896, -14.34582)
H (3.42630, -19.99003, -13.41255)
H (2.31678, -18.87099, -12.62055)
H (-2.19881, -18.49413, -15.45412)
H (-3.03544, -19.78022, -15.33830)
C (-3.22640, -19.61733, -7.47033)
C (-4.67288, -19.51373, -7.11084)
C (-5.04920, -18.92548, -5.67088)
O (-4.53298, -19.71506, -4.60038)
C (-4.96287, -21.10049, -4.51985)
N (-5.26446, -18.65533, -8.15117)
H (-3.10551, -19.80971, -8.53639)
H (-2.77085, -20.45181, -6.93722)
H (-2.63104, -18.72733, -7.26652)
H (-5.04639, -20.53452, -7.19194)
H (-6.11028, -18.70201, -5.56011)
H (-4.63676, -17.92588, -5.53377)
H (-4.54804, -21.58508, -3.63600)
H (-4.64421, -21.71115, -5.36462)
H (-6.04277, -20.98322, -4.42953)
H (-6.27032, -18.68999, -8.06667)
H (-5.06051, -18.97925, -9.08584)